# C25H20N4O2Pd

C25H20N4O2Pd as an isolated structure (ωB97M-V/def2-TZVPD, OMol25).

Energy above the lowest of the compared OMol25 structures with the same formula, charge and spin   1.9 kcal per mole
E_HOMO   -7.803 eV

Atoms and positions in Å:
Pd  0.393  0.654  0.200
O  -1.471  0.626  -4.016
O  -0.765  0.880  -1.534
N  1.008  1.008  2.108
N  -0.452  -2.156  -0.032
N  -1.123  1.816  0.800
N  -2.076  2.165  -0.090
C  0.733  -3.860  3.018
C  2.094  0.571  2.737
C  2.369  0.908  4.055
C  0.116  1.794  2.766
C  0.424  -2.655  0.943
C  0.336  2.166  4.081
C  -2.722  1.918  -2.387
C  2.621  -2.977  1.849
C  3.847  -0.114  -2.111
C  2.105  -3.683  2.925
C  2.441  -1.619  -0.229
C  1.478  1.720  4.731
C  -0.094  -3.358  2.028
C  1.993  -0.326  -0.546
C  -3.423  1.709  -4.697
C  2.722  0.406  -1.488
C  -3.843  2.726  -2.156
C  -2.512  1.406  -3.681
C  -4.518  2.503  -4.438
C  -4.737  3.021  -3.162
C  -1.786  1.629  -1.281
C  -1.066  2.238  2.007
C  4.272  -1.398  -1.804
C  1.809  -2.428  0.856
C  3.573  -2.138  -0.867
H  3.267  0.537  4.525
H  -0.121  -2.222  -0.985
H  -1.165  -3.522  2.083
H  -1.814  2.894  2.439
H  2.766  -4.083  3.682
H  3.690  -2.810  1.786
H  0.305  -4.403  3.851
H  2.401  1.410  -1.746
H  -0.389  2.792  4.583
H  -3.236  1.304  -5.682
H  4.390  0.482  -2.835
H  -1.392  -2.513  0.056
H  3.893  -3.148  -0.636
H  -3.987  3.114  -1.158
H  2.749  -0.064  2.156
H  1.665  2.005  5.758
H  -5.211  2.728  -5.239
H  5.140  -1.823  -2.293
H  -0.912  0.534  -3.215
H  -5.596  3.646  -2.963

These are the Löwdin partial charges, in e, on atoms 1 to 4: Pd 0.99; O 0.07; O -0.14; N -0.01